A cluster of 2 separate species, C4H13NO in total in a non-equilibrium geometry, computed with ωB97M-V/def2-TZVPD.

Results
E_tot: -7894.3429 eV
LUMO energy: 0.735 eV
Charge: 0
Energy relative to the best compared isomer or geometry (same formula, charge and spin): 223.66 kJ/mol
Kohn-Sham gap: 8.972 eV
HOMO energy: -8.24 eV
2S+1: 1
Structure (SMILES): CCCNC.O
Max |F|: 0.071 hartree/bohr

Each line ends with the natural charge from an NBO analysis.
Cartesian coordinates (Å):
C (1.868, -1.340, -2.127)  -0.6447
C (1.159, -1.657, -0.786)  -0.4030
C (-0.308, -1.149, -0.639)  -0.2130
N (-0.483, 0.234, -0.382)  -0.6741
C (-1.237, 0.670, 0.839)  -0.3988
H (1.051, -0.899, -2.635)  0.2010
H (2.438, -1.967, -2.790)  0.2228
H (2.656, -0.616, -1.766)  0.2152
H (1.483, -1.090, 0.143)  0.2095
H (1.210, -2.803, -0.557)  0.1974
H (-0.717, -1.658, 0.254)  0.1898
H (-0.962, -1.493, -1.522)  0.1573
H (-0.659, 0.755, -1.296)  0.3633
H (-0.471, 0.496, 1.599)  0.2058
H (-2.154, 0.225, 1.000)  0.1736
H (-1.539, 1.755, 0.785)  0.1967
H (-0.653, 3.769, 3.839)  0.4635
H (-1.552, 3.709, 2.705)  0.4609
O (-1.130, 3.057, 3.338)  -0.9232

---

A structure of composition C14H23N2PSeW in a non-equilibrium geometry, computed with ωB97M-V/def2-TZVPD.

Results
E_tot: -94311.2369 eV
LUMO energy (spin up / spin down): -6.984 / -9.710 eV
Charge: +2
Energy relative to the best compared isomer or geometry (same formula, charge and spin): 0.00 kJ/mol
<S²>: 2.03
Kohn-Sham gap (spin up / spin down): 8.186 / 5.631 eV
HOMO energy (spin up / spin down): -15.17 / -15.34 eV
2S+1: 3
Max |F|: 0.062 hartree/bohr

Each line ends with the Löwdin spin population.
Cartesian coordinates (Å):
C (0.373, 3.881, -2.173)  0.1653
C (-0.849, 3.281, -2.489)  0.0036
C (-1.019, 1.901, -2.316)  0.1012
C (0.017, 1.148, -1.758)  0.1561
C (1.282, 1.722, -1.541)  0.0906
C (1.428, 3.107, -1.686)  0.0163
C (-2.287, 1.183, -2.652)  0.0107
C (-2.397, -0.036, -1.781)  -0.0070
N (-2.134, -1.353, -2.398)  0.0009
W (-0.459, -0.832, -1.229)  1.1467
C (2.401, 0.840, -1.096)  0.0146
P (1.894, -0.937, -1.347)  0.0762
H (-1.681, 3.867, -2.877)  -0.0016
H (2.382, 3.563, -1.427)  -0.0010
H (0.497, 4.956, -2.304)  0.0072
H (2.632, 0.988, -0.019)  0.0044
H (3.330, 0.997, -1.681)  0.0038
H (-3.164, 1.815, -2.419)  0.0024
H (-2.360, 1.010, -3.747)  0.0035
H (0.030, -0.862, -2.863)  0.0445
C (2.804, -1.822, -0.084)  0.0429
C (2.698, -1.344, -2.921)  -0.0024
H (-3.264, -0.054, -1.125)  0.0046
C (-2.254, -1.581, -3.839)  0.0009
C (-2.624, -2.449, -1.528)  0.0196
H (-1.560, 0.677, 1.871)  0.0004
H (-2.991, -2.382, -3.994)  -0.0006
H (-2.570, -0.678, -4.370)  0.0004
H (-1.308, -1.934, -4.273)  -0.0002
H (-2.931, -3.283, -2.172)  0.0017
H (-1.806, -2.800, -0.859)  0.0116
H (-3.483, -2.106, -0.937)  0.0011
H (3.780, -1.434, -2.750)  -0.0008
H (2.299, -2.303, -3.280)  0.0008
H (2.506, -0.564, -3.671)  -0.0002
H (3.867, -1.843, -0.373)  0.0058
H (2.691, -1.323, 0.894)  0.0005
H (2.418, -2.849, -0.031)  0.0019
H (-0.033, -1.910, -2.468)  0.0542
Se (2.053, 0.743, 2.579)  0.0029
C (0.446, 0.582, 1.971)  0.0043
N (-0.655, 0.418, 1.467)  0.0120

---

A structure of composition C25H33N5O2PdS3, computed with ωB97M-V/def2-TZVPD.

Results
E_tot: -73978.7444 eV
LUMO energy (spin up / spin down): -4.153 / -7.541 eV
Charge: +2
Energy relative to the best compared isomer or geometry (same formula, charge and spin): 0.00 kJ/mol
<S²>: 6.05
Kohn-Sham gap (spin up / spin down): 8.569 / 5.757 eV
HOMO energy (spin up / spin down): -12.72 / -13.30 eV
2S+1: 5
Max |F|: 0.008 hartree/bohr

Each line ends with the Löwdin spin population.
Cartesian coordinates (Å):
Pd (-0.050, 0.564, -0.629)  1.3142
C (2.964, -0.387, -0.173)  0.0096
N (1.624, -0.572, 0.427)  0.1083
C (1.173, -1.975, 0.275)  0.0052
C (0.663, -2.255, -1.137)  0.0050
N (-0.561, -1.481, -1.439)  0.1058
C (-1.740, -2.062, -0.747)  0.0099
C (-0.880, -1.352, -2.838)  0.0736
C (-0.571, -2.336, -3.752)  -0.0009
C (-0.987, -2.219, -5.078)  0.1087
C (-1.742, -1.129, -5.493)  -0.0066
C (-2.063, -0.139, -4.588)  0.0881
C (-1.614, -0.211, -3.256)  0.0794
S (-1.871, 1.144, -2.240)  0.7126
C (1.657, -0.075, 1.776)  0.0901
C (1.951, -0.889, 2.850)  -0.0072
C (2.102, -0.344, 4.121)  0.1169
C (1.981, 1.028, 4.332)  -0.0030
C (1.687, 1.856, 3.272)  0.0869
C (1.472, 1.321, 1.984)  0.0928
S (0.914, 2.366, 0.749)  0.6618
H (3.695, -0.999, 0.363)  0.0023
H (3.252, 0.660, -0.103)  0.0031
H (2.938, -0.666, -1.222)  0.0005
H (0.388, -2.146, 1.011)  -0.0004
H (1.997, -2.668, 0.482)  0.0021
H (0.471, -3.330, -1.219)  0.0022
H (1.414, -1.993, -1.882)  -0.0007
H (-1.955, -3.053, -1.157)  0.0024
H (-2.599, -1.414, -0.901)  0.0045
H (-1.541, -2.135, 0.318)  0.0004
H (-0.021, -3.216, -3.446)  -0.0014
H (-0.734, -3.000, -5.782)  0.0058
H (-2.074, -1.055, -6.519)  -0.0021
H (-2.636, 0.726, -4.893)  0.0035
H (2.088, -1.952, 2.707)  -0.0019
H (2.349, -0.995, 4.949)  0.0063
H (2.128, 1.442, 5.320)  -0.0020
H (1.585, 2.924, 3.412)  0.0034
O (-1.591, 0.496, 1.037)  0.0735
C (-1.706, -0.139, 2.107)  0.0056
O (-1.026, -1.091, 2.532)  0.0022
C (-2.865, 0.330, 3.007)  0.0046
N (-2.887, -0.608, 4.195)  0.0013
C (-4.158, -1.408, 4.120)  0.0001
C (-5.122, -0.450, 3.445)  0.0000
C (-4.256, 0.208, 2.367)  0.0001
H (-2.654, 1.337, 3.361)  -0.0001
H (-2.826, -0.103, 5.076)  0.0001
H (-2.033, -1.186, 4.055)  0.0001
H (-4.440, -1.740, 5.116)  0.0000
H (-3.948, -2.275, 3.496)  0.0000
H (-5.486, 0.290, 4.161)  0.0000
H (-5.986, -0.970, 3.037)  0.0000
H (-4.633, 1.178, 2.056)  0.0001
H (-4.199, -0.423, 1.479)  0.0000
C (4.555, 1.657, -3.100)  0.0033
N (3.599, 2.688, -2.713)  0.0162
C (3.925, 4.018, -2.498)  0.0052
C (2.781, 4.674, -2.219)  0.0078
N (1.775, 3.732, -2.270)  0.0167
C (2.274, 2.513, -2.555)  0.0261
S (1.363, 1.081, -2.783)  0.1533
H (5.295, 2.098, -3.762)  0.0003
H (4.026, 0.866, -3.623)  0.0025
H (5.053, 1.252, -2.221)  0.0003
H (4.935, 4.375, -2.580)  0.0005
H (2.596, 5.711, -2.008)  0.0005
H (0.788, 3.906, -2.173)  0.0000

---

A structure of composition C9H18AuBF4N6O2, computed with ωB97M-V/def2-TZVPD.

Results
E_tot: -37907.8454 eV
LUMO energy: 0.633 eV
Charge: 0
Energy relative to the best compared isomer or geometry (same formula, charge and spin): 0.00 kJ/mol
Kohn-Sham gap: 8.895 eV
HOMO energy: -8.26 eV
2S+1: 1
Max |F|: 0.012 hartree/bohr

Each line ends with the natural charge from an NBO analysis.
Cartesian coordinates (Å):
Au (-0.913, -2.357, -0.258)  0.6965
N (-1.038, -0.579, -1.781)  -0.8661
C (-1.403, 0.566, -0.954)  -0.1922
C (-1.759, 1.834, -1.763)  -0.4265
C (-0.610, 2.862, -1.772)  -0.4198
C (-0.749, 3.785, -0.552)  -0.2252
N (-0.928, 3.018, 0.673)  -0.5895
C (0.051, 2.515, 1.390)  0.6883
N (1.335, 2.764, 1.084)  -0.7776
N (-0.246, 1.771, 2.468)  -0.7755
C (-2.478, 0.177, 0.101)  0.7822
O (-2.984, 1.116, 0.751)  -0.7677
O (-2.683, -1.049, 0.281)  -0.7621
H (-0.158, -0.425, -2.260)  0.4062
H (-1.765, -0.785, -2.456)  0.3787
H (-0.525, 0.749, -0.336)  0.2268
H (-2.638, 2.306, -1.321)  0.2249
H (-2.042, 1.529, -2.771)  0.2146
H (-0.618, 3.497, -2.660)  0.2186
H (0.345, 2.328, -1.763)  0.2190
H (-1.661, 4.372, -0.658)  0.2168
H (0.078, 4.489, -0.446)  0.2085
H (-1.864, 2.604, 0.809)  0.4682
H (1.540, 2.955, 0.116)  0.4159
H (2.029, 2.164, 1.509)  0.4323
H (-1.213, 1.505, 2.591)  0.4302
H (0.430, 1.076, 2.745)  0.4212
N (1.622, -3.783, 0.515)  -0.3133
C (2.153, -4.891, 1.046)  -0.0210
C (1.124, -5.786, 1.250)  -0.3457
C (-0.021, -5.119, 0.803)  -0.0179
N (0.300, -3.907, 0.360)  -0.3534
H (2.094, -2.931, 0.204)  0.4659
H (3.211, -4.967, 1.229)  0.2313
H (1.189, -6.778, 1.658)  0.2377
H (-1.047, -5.443, 0.784)  0.2263
F (2.918, -1.494, -0.452)  -0.5659
B (2.377, -0.233, -0.130)  1.3474
F (1.758, 0.337, -1.260)  -0.5806
F (3.383, 0.621, 0.342)  -0.5697
F (1.403, -0.408, 0.881)  -0.5877

---

A structure of composition C4H3Br3S in a non-equilibrium geometry, computed with ωB97M-V/def2-TZVPD.

Results
E_tot: -225158.3143 eV
LUMO energy: 0.147 eV
Charge: 0
Energy relative to the best compared isomer or geometry (same formula, charge and spin): 0.00 kJ/mol
Kohn-Sham gap: 9.168 eV
HOMO energy: -9.02 eV
2S+1: 1
Max |F|: 0.055 hartree/bohr

Each line ends with the natural charge from an NBO analysis.
Cartesian coordinates (Å):
C (-0.341, 0.821, 0.380)  -0.2647
C (0.965, 0.753, -0.219)  -0.1667
C (-0.647, -0.144, 1.260)  -0.3701
C (1.687, -0.228, 0.294)  -0.3605
S (0.684, -1.273, 1.274)  0.4337
Br (1.516, 1.916, -1.605)  0.0871
Br (-2.248, -1.943, -1.500)  -0.2235
Br (3.424, -0.697, 0.180)  0.1696
H (-1.035, 1.568, -0.017)  0.2289
H (-1.535, -0.333, 1.759)  0.2412
H (-2.471, -0.439, -1.806)  0.2250

---

Number 4 is which compound?
C9H18AuBF4N6O2